No. 1
Formula: C44H41AuFN4O8Te
Source: the OMol25 dataset
Level of theory: ωB97M-V/def2-TZVPD

```
100
Properties=species:S:1:pos:R:3:forces:R:3
Au -0.938062 2.083432 1.255176 -0.1 1.0 -1.0
O -2.851825 7.681512 0.869168 -0.1 0.2 0.1
C -1.538965 7.704485 0.874726 0.2 0.0 0.1
O -0.894311 8.726970 0.895475 0.0 0.0 0.0
C -0.846505 6.383386 0.832314 -0.1 -0.1 -0.1
C 0.517053 6.227697 0.703766 0.0 0.1 0.0
N 0.765626 4.909709 0.654772 0.0 0.1 -0.1
N -0.358116 4.202247 0.742254 -0.2 -0.1 0.2
C -1.351198 5.062686 0.869453 0.1 0.1 0.0
C -2.729270 4.500436 1.120286 0.0 0.1 0.0
O -3.699113 5.263489 1.013496 0.1 -0.1 0.1
O -2.781414 3.277155 1.443537 0.0 -0.2 0.0
H -3.230714 6.746776 0.910148 0.0 0.0 -0.1
H 1.292666 6.972668 0.648896 0.0 0.0 0.0
H 1.652902 4.435467 0.624475 0.0 0.0 0.0
C -3.735247 -5.411543 2.495184 0.0 0.1 -0.1
C -4.667813 -4.498258 1.711522 -0.1 -0.3 0.2
C -6.089214 -4.571254 2.257860 0.0 0.1 -0.2
C -7.026924 -3.804632 1.338875 0.1 0.0 0.1
C -6.512679 -2.401918 1.138643 -0.1 -0.1 0.0
C -7.377818 -1.396952 0.760213 0.1 0.0 0.0
C -6.919170 -0.097659 0.583201 0.1 -0.1 0.0
F -7.800435 0.842400 0.216084 0.0 0.0 0.0
C -5.604273 0.228975 0.773550 0.0 0.0 0.0
C -4.713164 -0.779127 1.148445 0.0 -0.1 0.0
C -3.293927 -0.421173 1.287187 0.1 -0.2 -0.1
O -2.889302 0.676638 0.907938 -0.1 -0.3 0.1
C -2.454479 -1.491576 1.788312 0.0 0.3 -0.2
C -2.958456 -2.747491 1.941487 0.1 0.0 0.0
N -4.237503 -3.085834 1.717101 0.1 0.0 0.1
C -5.153732 -2.098557 1.340344 -0.1 0.4 -0.1
C -1.026345 -1.207068 2.038785 0.0 0.0 -0.1
O -0.145850 -2.219101 1.839100 0.0 -0.2 0.0
O -0.646174 -0.140322 2.442401 0.0 -0.3 0.3
H -4.200404 -6.393139 2.563303 0.0 0.0 0.0
H -3.587452 -5.036077 3.509325 0.0 0.0 0.0
H -2.767205 -5.542222 2.012112 0.0 0.0 0.0
H -4.680221 -4.819738 0.663316 0.0 0.0 0.0
H -6.103623 -4.131264 3.258840 0.0 -0.1 0.0
H -6.397101 -5.612995 2.340945 0.0 0.0 0.0
H -8.035797 -3.774959 1.750784 0.0 0.0 0.0
H -7.088713 -4.309449 0.370028 0.0 0.0 0.0
H -8.425247 -1.618082 0.597902 0.0 0.0 0.0
H -5.229027 1.236300 0.642534 0.0 0.0 0.0
H -2.297840 -3.530908 2.282726 0.0 0.0 -0.1
C 5.054195 -0.215243 -6.756352 0.0 0.0 0.1
C 4.275177 0.064609 -5.500229 0.0 0.0 0.0
C 2.968448 -0.379272 -5.350125 0.1 0.0 0.0
C 2.230144 -0.127005 -4.198368 -0.1 -0.1 0.0
C 0.820999 -0.651659 -4.139284 0.1 0.0 0.0
C 2.821531 0.587197 -3.147934 -0.1 0.1 0.2
Te 1.544580 1.108546 -1.354008 0.0 -0.4 -0.3
N 1.088218 1.567903 0.798320 -0.3 -0.2 -0.1
C 1.672466 2.078014 1.868365 -0.1 0.2 0.3
O 0.967904 2.485503 2.823930 0.7 -0.1 0.2
C 3.159212 2.215403 1.981632 0.0 0.1 0.0
C 3.931066 2.730591 0.945122 -0.1 0.1 0.2
C 5.292227 2.942401 1.119825 0.0 0.0 0.0
C 5.889412 2.631987 2.331363 0.0 0.0 0.0
C 5.122544 2.119872 3.370876 0.0 0.0 0.0
C 3.761910 1.923515 3.202354 0.0 0.0 -0.1
C 1.487137 -0.885413 -0.603626 -0.1 0.0 0.0
C 0.285486 -1.526782 -0.496633 -0.2 0.0 0.0
C -0.961630 -1.159178 -1.241105 0.2 0.0 0.0
C 0.164460 -2.696234 0.441018 0.1 0.2 -0.1
C 1.432325 -3.446247 0.632332 0.1 0.0 -0.1
C 1.381352 -4.841863 1.180321 0.0 0.1 0.0
C 2.603975 -2.791021 0.422345 -0.1 -0.1 0.0
C 2.670961 -1.474945 -0.083982 0.1 0.1 -0.1
C 3.993792 -0.781780 -0.151917 -0.1 0.0 0.0
C 4.123132 1.069163 -3.296011 0.1 0.2 0.2
C 4.810319 1.918830 -2.253388 -0.1 -0.1 -0.1
C 4.833125 0.793051 -4.462094 0.0 0.0 0.0
H 4.462211 -0.797597 -7.460718 0.0 0.0 0.0
H 5.966246 -0.769855 -6.530720 0.0 0.0 0.0
H 5.346533 0.716462 -7.243319 0.0 0.0 0.0
H 2.498467 -0.933362 -6.155765 0.0 0.0 0.0
H 0.501500 -0.998428 -5.121304 0.0 0.0 0.0
H 0.124648 0.119251 -3.809956 -0.1 0.0 0.0
H 0.763752 -1.493218 -3.448995 -0.1 0.0 0.1
H 3.464931 2.974051 -0.004061 0.0 0.1 0.2
H 5.884491 3.353904 0.311885 0.0 0.0 0.0
H 6.949037 2.802571 2.472227 0.0 0.0 0.0
H 5.583942 1.886445 4.321956 0.0 0.0 0.0
H 3.141289 1.553198 4.007218 0.0 0.0 0.0
H -0.900253 -0.167587 -1.678982 -0.1 0.0 -0.1
H -1.834491 -1.184743 -0.604631 -0.2 0.0 0.1
H -1.138234 -1.886872 -2.040065 0.0 0.0 0.0
H -0.659688 -3.350798 0.137759 0.0 0.0 0.0
H 0.354537 -5.198403 1.264093 0.0 0.0 0.0
H 1.833303 -4.887766 2.173406 0.0 0.0 0.0
H 1.935857 -5.530781 0.539930 0.0 0.0 0.0
H 3.535979 -3.291200 0.665574 0.0 0.0 0.0
H 4.781046 -1.386952 0.295242 0.0 0.0 0.0
H 3.951199 0.170922 0.382261 0.1 0.0 0.0
H 4.262224 -0.575257 -1.190764 0.0 0.0 0.0
H 4.185932 2.047845 -1.371669 0.2 -0.1 -0.2
H 5.034886 2.904253 -2.666296 0.0 0.0 0.0
H 5.756589 1.469944 -1.946482 0.0 0.0 0.1
H 5.845983 1.172902 -4.556567 0.0 0.0 0.0
```
Positions in Å, forces in eV/Å.

## Properties
HOMO energy (alpha / beta)	-7.337 / -8.258	eV
Kohn-Sham gap (alpha / beta)	6.99 / 6.22	eV
2S+1	4
E_tot	-3025.69801	hartree
energy above the lowest of the compared OMol25 structures with the same formula, charge and spin	1.774	eV

Results of the Löwdin charge analysis, in e, for atoms 1 through 5: atom 1 (Au): 1.141, atom 2 (O): 0.126, atom 3 (C): -0.514, atom 4 (O): 0.090, atom 5 (C): -0.040

=====

No. 2
Formula: C44H41BFN10RuS
Source: the OMol25 dataset
Level of theory: ωB97M-V/def2-TZVPD

```
99
Properties=species:S:1:pos:R:3:forces:R:3
Ru 1.599870 -0.531561 0.724304 -2.4 -1.5 0.4
C 3.325901 -0.521607 5.856069 0.1 0.0 -0.8
C 3.400996 -0.888894 4.387966 1.4 -0.2 0.2
C 4.571922 -1.356791 3.711576 -1.2 0.7 1.2
C 4.251303 -1.331258 2.367443 -1.8 1.4 0.1
N 2.938674 -0.953069 2.252768 1.9 -0.5 1.1
N 2.434784 -0.707317 3.495977 0.2 -0.2 -0.5
B 0.854333 -0.460648 3.530243 -0.4 0.5 0.0
N 0.625384 1.072225 3.137410 0.2 0.1 -2.8
N 1.175764 1.350440 1.868092 0.8 0.6 0.0
C 0.697347 2.547569 1.430380 -0.5 -2.4 0.8
C -0.384048 2.898327 2.257715 1.1 -0.1 0.4
C -0.341835 1.977517 3.323988 -0.1 1.1 -0.2
C -1.143147 2.020154 4.568366 0.4 1.1 0.6
C 1.285104 3.196515 0.256395 0.1 0.0 -0.1
C 2.553249 2.793170 -0.228997 -1.0 1.5 -0.8
C 3.102222 3.550585 -1.288185 -0.1 -0.8 1.4
C 2.453951 4.670508 -1.779961 -0.1 -0.2 -1.5
C 1.149778 4.941913 -1.400149 -1.0 0.6 0.2
C 0.574127 4.247530 -0.349020 0.5 -0.2 0.3
N -5.040380 -0.328421 -0.572597 0.7 -0.1 -0.6
N -4.337294 -0.480949 -1.637375 0.2 1.6 0.0
C -4.290943 -1.801858 -2.027191 -1.1 -0.3 1.6
C -5.023302 -2.518843 -1.019857 -0.3 -1.8 -0.4
C -5.450188 -1.610531 -0.115116 0.1 0.4 0.3
C -6.209865 -1.657678 1.186143 -0.1 0.2 -1.1
C -3.648414 -2.210533 -3.239481 -0.7 0.4 -1.1
C -4.158656 -3.292275 -3.986747 0.2 -1.5 0.6
C -3.486996 -3.839247 -5.088760 0.3 2.2 0.7
C -2.418039 -3.092314 -5.618877 0.5 -0.6 0.1
C -2.004255 -1.918795 -4.977081 0.1 0.3 0.4
C -2.629902 -1.435933 -3.808069 0.3 -1.5 -1.3
C 5.009388 -1.503509 1.127865 0.3 -1.4 0.6
C 5.720040 -2.708612 1.017687 -0.1 0.9 -0.9
C 6.217556 -3.085399 -0.211344 0.7 -0.8 -0.8
C 6.063986 -2.242665 -1.328784 -0.7 0.4 0.7
C 5.400273 -1.008658 -1.179466 0.2 -0.4 -0.5
C 4.900566 -0.631655 0.062456 0.2 0.2 0.2
H 4.374092 -0.292509 6.140319 -0.9 0.0 0.2
H 2.635482 0.341224 6.025893 0.7 -0.7 0.0
H 2.984684 -1.412283 6.381314 0.0 0.2 0.4
H 5.475336 -1.622350 4.231901 0.2 0.1 -0.2
H 0.288192 -0.215486 5.750384 -0.2 -0.1 -0.4
H -0.987798 3.782228 2.118215 -0.1 -0.1 0.4
H -1.734602 2.954281 4.627294 0.3 -0.6 -0.1
H -1.784319 1.175537 4.573912 -0.8 -0.7 0.3
H -0.495584 1.984375 5.467376 -0.3 0.0 -0.5
H 3.056951 1.935182 0.192163 0.0 0.1 0.0
H 4.054526 3.225170 -1.672141 0.2 0.2 -0.2
H 2.901445 5.217794 -2.620136 -0.2 -0.2 0.5
H 0.474364 5.674832 -1.882911 1.0 -0.2 0.1
H -0.400152 4.585767 0.026437 0.4 -0.5 -0.2
H -5.231779 -3.592448 -0.965216 0.3 0.5 -0.1
H -6.029457 -2.575002 1.727901 0.0 -0.3 0.1
H -5.886846 -0.803992 1.813555 -0.5 -0.4 -0.4
H -7.288944 -1.618489 0.892471 0.7 0.2 0.7
H -5.052088 -3.814887 -3.605738 0.6 0.3 -0.1
H -3.779296 -4.783427 -5.467255 -0.4 -0.6 -0.6
H -1.821159 -3.468191 -6.484209 -0.7 0.3 0.8
H -1.097926 -1.411117 -5.336035 -0.6 -0.1 0.0
H -2.316373 -0.530306 -3.356478 0.4 0.6 0.5
H 5.895928 -3.274968 1.900960 -0.2 -0.6 0.4
H 6.708156 -4.088163 -0.336776 -0.4 1.2 0.2
H 6.438032 -2.552641 -2.295195 -0.1 0.0 0.0
H 5.177444 -0.374619 -2.048694 0.4 -0.2 0.4
H 4.517008 0.365360 0.282055 -0.3 -0.3 -0.5
N 2.775697 -2.429032 -2.982667 -0.3 -3.5 0.9
C 2.093660 -2.107624 -1.881456 -0.5 -0.3 2.9
S 1.820030 -0.422105 -1.587184 0.0 1.0 -0.8
N 1.740953 -3.035483 -0.957410 0.4 0.8 -2.1
N 1.218085 -2.445950 0.146510 -0.5 0.6 0.4
C 0.407875 -3.157452 0.920034 1.2 0.7 0.8
C 0.152688 -2.565943 2.241578 -0.3 1.4 -1.1
C -0.203605 -3.528478 3.256714 0.6 2.2 -1.0
C 0.093800 -3.421586 4.596301 -0.6 -0.4 0.8
C 0.354836 -2.272640 5.310454 0.4 -0.9 0.4
C 0.091940 -0.869853 4.885164 -1.0 -0.3 0.4
N 0.373879 -1.218801 2.311485 0.6 -2.1 -0.6
H 2.881264 -1.776678 -3.686194 0.2 1.4 -1.4
H 2.834984 -3.440312 -3.209738 0.0 1.3 0.1
H 0.243797 -4.211144 0.690164 -0.1 0.3 -0.1
H -0.609364 -4.404081 2.855031 -0.3 -1.5 -0.3
H 0.002830 -4.400365 5.102277 0.4 0.7 0.2
H 0.787354 -2.487545 6.293172 -0.3 0.4 -0.1
H -1.035633 -0.821823 4.643816 1.6 0.1 0.3
F -1.247705 5.619018 -5.794162 -0.4 0.3 0.3
C -2.129193 5.143079 -4.879549 -0.3 -0.7 -0.1
C -1.945699 3.803565 -4.478333 -0.2 0.9 0.0
C -2.837281 3.257838 -3.619491 -1.4 -0.3 0.8
C -3.958708 3.996048 -3.099566 1.2 0.0 -0.6
C -4.849573 3.395010 -2.243252 -1.2 -0.2 1.6
C -4.077378 5.348957 -3.503570 -0.1 0.1 -0.2
C -3.224149 5.905319 -4.438523 1.1 -0.2 -0.4
H -1.149915 3.176591 -4.805904 0.7 0.1 -0.5
H -2.761215 2.226223 -3.283891 0.2 0.1 -0.1
H -4.863815 2.332256 -1.989811 0.4 0.3 -0.3
H -5.547532 4.000751 -1.642079 0.2 -0.2 -0.6
H -4.891813 5.944080 -3.115886 -0.1 0.0 0.0
H -3.355711 6.909810 -4.841215 0.0 -0.2 0.3
```
Positions in Å, forces in eV/Å.

## Properties
HOMO energy (alpha / beta)	-6.513 / -6.980	eV
Kohn-Sham gap (alpha / beta)	6.53 / 4.78	eV
2S+1	6
E_tot	-2866.49401	hartree
energy above the lowest of the compared OMol25 structures with the same formula, charge and spin	0.978	eV

Results of the Löwdin charge analysis, in e, for atoms 1 through 5: atom 1 (Ru): 1.077, atom 2 (C): -0.008, atom 3 (C): -0.249, atom 4 (C): 0.037, atom 5 (C): -0.219

=====

> Look up the E_tot of the first one.

-3025.69801 hartree

=====

> Which formula does entry 2 have?

C44H41BFN10RuS

=====

> What is the formula in the first record?

C44H41AuFN4O8Te